Record 1
{
  "formula": "C4H10",
  "method": "ωB97M-V with the def2-TZVPD basis set",
  "species": ["C", "C", "C", "C", "H", "H", "H", "H", "H", "H", "H", "H", "H", "H"],
  "xyz": [[-0.334777, -0.720910, -1.692030], [-0.710119, -0.279705, -0.308434], [0.555423, -0.125128, 0.564349], [0.424437, 0.901407, 1.604093], [0.190139, -0.067899, -2.110312], [-1.232067, -0.842698, -2.240383], [0.254036, -1.384999, -1.934347], [-1.131104, -1.148035, 0.238574], [-1.040252, 0.488984, -0.493722], [1.561615, 0.141198, -0.182886], [0.722060, -0.968620, 1.158057], [0.228312, 1.958045, 1.119847], [1.187992, 1.143363, 2.194822], [-0.675694, 0.904996, 2.082373]],
  "forces_ev_per_angstrom": [[-8.4, 1.2, 4.0], [8.9, -15.5, 3.8], [2.5, 1.7, -2.8], [-6.6, 4.2, -2.5], [3.7, 7.0, -3.5], [-0.9, -0.2, -0.9], [5.4, -8.3, -0.9], [-1.4, 1.2, -0.5], [-7.5, 14.0, -1.9], [-2.6, -0.9, 2.2], [0.7, -2.1, 0.0], [0.6, -1.6, 0.3], [3.0, 0.1, 2.9], [2.6, -0.7, -0.2]],
  "smiles": "CCCC",
  "e_homo_ha": -0.3876,
  "e_above_lowest_ev": 5.030
}


Record 2
{
  "formula": "C4H10",
  "method": "ωB97M-V with the def2-TZVPD basis set",
  "species": ["C", "C", "C", "C", "H", "H", "H", "H", "H", "H", "H", "H", "H", "H"],
  "xyz": [[-0.920630, -1.258308, -0.153091], [0.196897, -0.804958, 0.715353], [-0.518868, 1.778505, 0.202825], [1.465425, -0.607467, -0.033179], [-0.851629, -1.048002, -1.234098], [-0.891768, -2.352270, -0.016571], [-1.898423, -0.946078, 0.230491], [-0.307131, 1.012400, 0.966781], [0.063263, 2.667780, 0.450420], [-1.589045, 1.994166, 0.226821], [-0.239146, 1.421194, -0.792071], [1.978749, -1.571013, 0.122510], [2.112463, 0.143256, 0.434060], [1.399838, -0.429208, -1.120245]],
  "forces_ev_per_angstrom": [[0.0, 0.1, 0.0], [0.1, -0.2, -0.3], [0.0, 0.1, -0.1], [0.0, 0.0, 0.0], [0.1, 0.0, 0.2], [0.0, 0.0, 0.0], [0.2, -0.1, 0.0], [-0.1, 0.2, -0.1], [-0.1, 0.0, -0.1], [0.1, 0.1, 0.0], [-0.1, 0.1, 0.2], [0.0, 0.0, 0.0], [-0.1, -0.2, 0.0], [-0.1, -0.1, 0.2]],
  "e_homo_ha": -0.2989,
  "e_above_lowest_ev": 3.947
}


Record 3
{
  "formula": "C4H10AlO2",
  "method": "ωB97M-V with the def2-TZVPD basis set",
  "species": ["C", "C", "O", "O", "C", "C", "Al", "H", "H", "H", "H", "H", "H", "H", "H", "H", "H"],
  "xyz": [[-1.808018, 0.992995, 1.252152], [-0.773019, 0.197772, 2.012220], [-0.369151, 0.499339, 3.108075], [-0.346707, -0.901016, 1.347518], [0.831860, -0.650080, 0.497998], [0.650217, -1.253156, -0.889234], [1.027801, 0.189112, -2.288047], [-2.785527, 0.524328, 1.405123], [-1.841028, 2.016363, 1.631383], [-1.577612, 0.988220, 0.184154], [1.696546, -1.066995, 1.024416], [0.971707, 0.441389, 0.470022], [1.340577, -2.097330, -1.016279], [-0.372478, -1.635612, -0.980909], [0.711146, -0.311763, -3.802402], [0.057196, 1.439146, -1.857583], [2.586493, 0.627287, -2.098609]],
  "forces_ev_per_angstrom": [[0.0, 0.1, 0.1], [0.2, 0.2, 0.0], [-0.2, -0.1, -0.2], [0.0, -0.1, 0.2], [0.0, -0.1, -0.2], [0.2, 0.2, 0.0], [-0.1, -0.1, 0.1], [0.1, 0.0, -0.1], [0.0, -0.1, 0.0], [0.0, 0.0, 0.1], [-0.1, 0.1, 0.0], [-0.1, -0.1, 0.0], [-0.2, 0.0, 0.0], [0.1, 0.1, 0.0], [0.0, 0.0, 0.0], [0.0, 0.0, 0.0], [0.1, 0.0, 0.0]],
  "total_charge": -1,
  "e_homo_ha": -0.1779
}


Record 4
{
  "formula": "C4H10BBr2O5S",
  "method": "ωB97M-V with the def2-TZVPD basis set",
  "species": ["O", "S", "O", "C", "C", "C", "Br", "O", "C", "B", "O", "O", "H", "H", "H", "H", "H", "H", "H", "H", "H", "H", "Br"],
  "xyz": [[0.773856, 2.095912, 1.030657], [0.356880, 0.901748, 1.703103], [-1.286706, 0.899349, 1.696858], [-1.907362, 1.313567, 0.475884], [-2.836884, 0.251623, -0.084368], [-2.099397, -0.910684, -0.747719], [-2.846385, -1.315482, -2.523165], [0.500323, -0.323183, 0.647377], [1.905221, -0.715487, 0.490194], [2.617099, -0.019078, -0.739379], [3.925286, -0.367444, -1.025752], [1.934050, 0.900562, -1.514824], [-1.196141, 1.586784, -0.297696], [-2.524855, 2.177948, 0.698149], [-3.513827, -0.138103, 0.667243], [-3.421232, 0.753069, -0.849124], [-1.064715, -0.695946, -0.933272], [-2.162296, -1.792643, -0.128613], [1.883083, -1.776198, 0.253175], [2.494403, -0.654057, 1.458592], [3.922563, -1.131939, -1.624246], [1.142341, 0.460018, -1.859333], [3.404697, -1.500336, 3.206259]],
  "forces_ev_per_angstrom": [[0.3, 0.9, -0.5], [-0.4, -0.9, 0.9], [0.4, -0.1, -0.4], [-0.8, -0.2, 0.0], [0.4, -0.2, -0.4], [-0.4, 0.2, 0.1], [0.0, -0.2, 0.2], [0.0, 0.2, 0.2], [0.5, 0.3, -0.6], [-0.4, 0.2, 0.8], [-0.1, -0.3, -0.5], [0.2, -0.6, -0.9], [0.4, 0.1, 0.1], [0.1, 0.3, 0.1], [-0.2, 0.1, 0.2], [-0.3, 0.1, 0.0], [0.3, 0.1, 0.0], [0.0, -0.4, -0.2], [-0.1, -0.3, 0.3], [-0.6, 0.0, -0.8], [0.3, 0.4, 0.3], [-0.1, 0.6, 0.4], [0.3, -0.2, 0.6]],
  "total_charge": -1,
  "e_homo_ha": -0.1481,
  "e_above_lowest_ev": 0.000
}


Record 5
{
  "formula": "C4H10BrLiNO5",
  "method": "ωB97M-V with the def2-TZVPD basis set",
  "species": ["Li", "Br", "N", "O", "O", "O", "C", "O", "C", "C", "O", "C", "H", "H", "H", "H", "H", "H", "H", "H", "H", "H"],
  "xyz": [[4.607050, -28.984372, 13.985696], [4.933430, -26.687574, 15.166639], [2.036077, -29.194519, 15.487687], [2.367520, -28.738522, 16.560824], [0.897707, -29.167620, 15.097786], [2.944212, -29.650443, 14.798290], [5.415306, -31.658579, 14.624467], [5.234469, -30.728296, 13.562041], [4.532003, -31.106873, 12.378697], [4.500383, -29.825202, 11.395377], [4.094544, -28.571221, 11.988059], [3.749044, -27.676107, 11.027401], [5.770212, -32.484256, 14.007704], [4.456604, -32.074384, 14.934441], [5.970436, -31.276629, 15.481234], [3.487444, -31.362225, 12.557012], [4.913880, -31.976394, 11.843716], [4.106155, -30.134619, 10.427413], [5.550919, -29.643852, 11.168256], [3.508088, -26.694518, 11.435472], [2.868284, -28.035127, 10.495002], [4.530341, -27.533401, 10.280864]],
  "forces_ev_per_angstrom": [[-0.9, 0.1, 0.1], [-0.2, -0.2, 0.2], [-0.2, 0.8, 0.3], [0.3, 1.3, 2.5], [-1.6, -0.3, -0.6], [2.3, -1.5, -2.7], [-1.4, -1.8, -1.9], [0.0, 1.9, -0.4], [-1.4, 2.0, -0.5], [2.5, -1.3, 1.3], [0.2, -2.8, 1.5], [-0.9, 1.5, -1.7], [1.3, -0.7, 1.2], [-0.3, 0.6, 0.5], [0.2, 0.0, -0.6], [-0.1, 0.1, 0.7], [0.8, 0.1, 0.0], [-1.0, 0.4, 0.2], [0.4, -0.1, -0.2], [0.1, -0.2, 0.4], [-0.2, 0.1, -0.2], [0.3, 0.0, -0.1]],
  "multiplicity": 2,
  "s2": 0.7539,
  "e_homo_ha": [-0.3193, -0.3045]
}


Record 6
{
  "formula": "C4H10BrNO",
  "method": "ωB97M-V with the def2-TZVPD basis set",
  "species": ["C", "C", "C", "C", "N", "O", "Br", "H", "H", "H", "H", "H", "H", "H", "H", "H", "H"],
  "xyz": [[0.450780, -2.258379, 0.709558], [-1.461298, 1.845648, -0.560048], [0.470913, -1.822210, -0.714399], [-0.347377, 1.933046, 0.509869], [0.998430, 0.332905, -0.488335], [0.418977, 0.719130, 0.662653], [2.918560, 0.077632, -0.159775], [0.790926, -1.476761, 1.311121], [-0.614534, -2.505143, 0.976170], [1.110139, -3.233710, 0.852806], [-1.163067, 1.269351, -1.467906], [-2.203199, 1.161192, -0.065131], [-1.798155, 2.770104, -0.720223], [1.356627, -2.007979, -1.187548], [-0.492964, -1.700914, -1.210967], [-0.579318, 2.078568, 1.486208], [0.144560, 2.817524, 0.065955]],
  "forces_ev_per_angstrom": [[-1.1, -3.6, -1.0], [0.6, -6.1, 2.5], [-1.2, 3.4, 2.3], [1.0, 0.1, -4.5], [-0.2, -2.7, -1.3], [0.1, 0.2, 0.2], [-0.4, 0.2, 0.1], [0.7, 1.1, 1.3], [1.1, 0.2, 0.1], [-1.3, 2.1, -0.2], [0.2, 1.0, 0.6], [-0.2, 0.9, -0.8], [-1.7, 3.4, -1.0], [1.8, -0.4, -1.8], [0.6, -0.1, -0.2], [-1.5, 0.9, 2.7], [1.4, -0.5, 1.0]],
  "e_homo_ha": [-0.3045, -0.3065],
  "e_above_lowest_ev": 5.969
}


Record 7
{
  "formula": "C4H10BrPS",
  "method": "ωB97M-V with the def2-TZVPD basis set",
  "species": ["C", "C", "C", "C", "P", "S", "Br", "H", "H", "H", "H", "H", "H", "H", "H", "H", "H"],
  "xyz": [[0.190932, 1.453875, 0.621021], [-1.839479, 0.602377, -0.456588], [0.535867, -1.977360, 0.641218], [-0.336464, 0.747845, -0.550855], [0.689592, -0.810682, -0.817402], [0.442141, -1.487635, -2.617283], [3.922836, -0.008781, 0.529377], [0.280540, 0.728916, 1.419162], [1.196813, 1.865523, 0.352811], [-0.528050, 2.279911, 0.827175], [-2.250988, 0.035622, -1.423358], [-2.336656, 1.619343, -0.386473], [-2.059465, -0.023075, 0.491647], [0.979718, -2.877515, 0.185032], [1.354740, -1.628990, 1.328662], [-0.253113, -1.855779, 1.253833], [0.011034, 1.336405, -1.397978]],
  "forces_ev_per_angstrom": [[1.0, 1.5, 0.6], [-1.4, -2.1, -1.1], [5.7, 1.2, -2.3], [1.1, 0.0, -1.3], [-1.5, -0.2, 0.2], [0.7, 0.2, 1.2], [-1.4, -0.3, -0.6], [0.0, 0.4, 0.8], [-0.7, -0.3, 0.8], [0.8, -0.5, 0.4], [0.6, 1.2, 2.2], [0.7, -1.3, 0.0], [-0.1, 1.1, -1.5], [-1.1, -0.3, 0.7], [-0.2, -0.2, -0.7], [-3.5, -0.4, 1.2], [-0.6, -0.1, -0.6]],
  "e_homo_ha": [-0.3160, -0.3157],
  "e_above_lowest_ev": 2.524
}


Record 8
{
  "formula": "C4H10Cl2SSi",
  "method": "ωB97M-V with the def2-TZVPD basis set",
  "species": ["C", "C", "C", "C", "Si", "S", "Cl", "Cl", "H", "H", "H", "H", "H", "H", "H", "H", "H", "H"],
  "xyz": [[0.598616, 3.034701, -0.312631], [-2.331489, -2.843347, 0.319328], [0.620943, 1.444886, -0.227282], [1.862407, 0.955976, 0.520336], [-0.711104, -2.692006, -0.500959], [1.690933, -0.513817, 1.567679], [0.367732, -4.362048, -0.570552], [-1.119802, -1.485218, -2.124876], [-0.118788, 3.540151, -0.979472], [0.316579, 3.430913, 0.651963], [1.678325, 3.409662, -0.367581], [-3.034292, -3.331735, -0.237932], [-2.302480, -3.466740, 1.249514], [-2.838125, -1.889787, 0.784108], [0.597867, 1.010365, -1.281563], [-0.219243, 1.277507, 0.431786], [2.781356, 0.773629, -0.073647], [2.160566, 1.706910, 1.151781]],
  "forces_ev_per_angstrom": [[1.9, -0.2, 0.5], [0.1, 1.8, 4.6], [0.4, 1.5, -1.2], [0.4, -1.9, -1.5], [0.2, 2.4, 0.6], [-1.3, -0.9, -0.8], [0.2, -0.3, -0.4], [0.6, -0.7, 0.2], [0.6, -0.6, -0.3], [-0.2, -0.1, 0.6], [-1.5, -0.2, -0.8], [-1.8, -1.1, -2.1], [0.5, 0.2, -0.7], [1.3, -1.4, -1.5], [-0.5, 0.3, 1.6], [-0.5, -1.0, -0.5], [-0.8, 0.2, -0.4], [0.6, 1.9, 2.0]],
  "e_homo_ha": [-0.2765, -0.2766],
  "e_above_lowest_ev": 4.229
}


Record 9
{
  "formula": "C4H10ClN",
  "method": "ωB97M-V with the def2-TZVPD basis set",
  "species": ["C", "C", "C", "C", "H", "H", "H", "H", "H", "H", "H", "H", "H", "H", "N", "Cl"],
  "xyz": [[2.529733, -0.406732, 0.313112], [1.195476, -0.954740, -0.241761], [-0.043350, -0.317244, 0.157491], [-1.382918, -0.932196, -0.357890], [2.575673, 0.718228, 0.391380], [2.808620, -0.825745, 1.242600], [3.333238, -0.720604, -0.374638], [1.150157, -2.066732, -0.267570], [1.194515, -0.852649, -1.285457], [-0.078813, -0.320523, 1.323988], [-1.298355, -0.464908, -1.304448], [-1.540830, -2.024651, -0.356992], [-2.987042, -0.899256, 0.879524], [-2.059503, 0.381295, 0.936031], [-2.499680, -0.282322, 0.277386], [0.035674, 1.453957, -0.138343]],
  "forces_ev_per_angstrom": [[0.0, 0.7, -1.4], [1.8, -1.2, -0.8], [-1.4, -0.8, 5.0], [1.1, 1.2, 0.1], [-0.3, -1.3, -0.2], [0.0, -0.4, 1.2], [-0.3, 0.2, 0.2], [-0.1, 0.5, 1.1], [0.5, 0.7, -2.0], [-0.1, -0.1, -1.7], [-0.6, -0.6, -2.0], [0.9, 0.5, -0.2], [-0.6, -0.9, 0.5], [-0.9, 0.0, -0.5], [0.4, 1.4, 1.1], [-0.3, 0.1, -0.5]],
  "smiles": "CC[C@@H](Cl)CN",
  "e_homo_ha": -0.3447,
  "e_above_lowest_ev": 1.180
}


Record 10
{
  "formula": "C4H10ClN",
  "method": "ωB97M-V with the def2-TZVPD basis set",
  "species": ["C", "C", "C", "C", "H", "H", "H", "H", "H", "H", "H", "H", "H", "H", "N", "Cl"],
  "xyz": [[0.661716, -0.962078, 1.405786], [0.517775, 0.002468, 0.053647], [1.929906, -0.166861, -0.764188], [-0.555849, -0.805946, -0.931828], [-0.314040, -1.420239, 1.859001], [1.459107, -0.138843, 1.931652], [1.588815, -1.724548, 1.113108], [2.825164, 0.282023, -0.200688], [1.871076, -1.314255, -0.903032], [1.698072, -0.129943, -1.861917], [-0.907463, -0.040254, -1.782110], [-0.281484, -1.910413, -1.187551], [-2.567382, -1.165590, -0.682928], [-2.131252, 0.039657, 0.306836], [-1.844837, -0.973247, 0.066435], [-0.332238, 1.525273, 0.138946]],
  "forces_ev_per_angstrom": [[4.1, 2.4, -1.1], [-0.3, -5.6, -2.5], [-2.4, -1.5, 0.5], [-1.8, 1.0, 2.2], [2.2, 1.3, -0.7], [-2.8, -2.3, 0.1], [-3.1, 1.4, 0.7], [-1.2, -0.8, -1.6], [1.1, 1.4, 1.4], [0.8, 2.0, 0.7], [1.2, -2.2, 1.4], [-0.2, 2.3, 0.1], [0.6, -0.2, 1.3], [0.8, -2.0, -0.3], [-0.1, 1.6, -3.2], [1.0, 1.2, 0.9]],
  "smiles": "CC(C)(Cl)CN",
  "e_homo_ha": -0.3613,
  "e_above_lowest_ev": 4.078
}


Record 11
{
  "formula": "C4H10ClN3",
  "method": "ωB97M-V with the def2-TZVPD basis set",
  "species": ["C", "C", "C", "C", "N", "N", "N", "Cl", "H", "H", "H", "H", "H", "H", "H", "H", "H", "H"],
  "xyz": [[2.103038, -0.291278, 1.380804], [0.261418, -0.365129, -0.226289], [-0.796955, 1.656920, 0.690648], [-0.835409, 0.548277, -0.383090], [-1.279518, 1.103723, -1.578813], [1.328319, -2.342878, -0.568947], [0.293560, -1.549644, -0.794289], [-2.497401, -0.467589, 0.560000], [2.236502, 0.829594, 1.455535], [1.402348, -0.683231, 2.073138], [-1.793621, 2.203396, 0.632327], [-0.633622, 1.193126, 1.654268], [0.085396, 2.211537, 0.339432], [-1.448457, 0.427622, -2.350174], [-2.261329, 1.500289, -1.507900], [2.807047, -0.897415, 0.941361], [1.437603, -3.273191, -0.939826], [-0.408923, -1.804137, -1.378193]],
  "forces_ev_per_angstrom": [[-3.9, 3.3, -1.5], [2.0, -0.6, 0.6], [-0.5, -0.2, -1.4], [-1.3, 1.1, 2.2], [-2.2, -1.0, -1.6], [0.5, 1.1, 0.9], [4.9, 0.3, 2.7], [0.1, -0.2, -0.6], [0.0, -1.6, -0.2], [-0.2, -0.5, 0.7], [1.6, -0.4, 0.3], [0.0, 0.2, 0.2], [-0.4, 0.6, 0.6], [0.9, 0.3, 0.7], [1.8, -0.2, 0.6], [1.3, -1.2, -1.0], [-1.6, 0.0, -0.9], [-3.0, -1.1, -2.2]],
  "e_homo_ha": [-0.2801, -0.2856],
  "e_above_lowest_ev": 6.312
}


Record 12
{
  "formula": "C4H10F2N2P",
  "method": "ωB97M-V with the def2-TZVPD basis set",
  "species": ["C", "C", "C", "C", "N", "N", "F", "F", "P", "H", "H", "H", "H", "H", "H", "H", "H", "H", "H"],
  "xyz": [[-1.021073, -0.334488, 0.303393], [0.251525, -0.345045, 1.108763], [-1.925300, 0.949899, -1.869132], [2.679965, -0.118500, 0.784674], [-0.902206, 0.679375, -0.828488], [1.308600, -0.213191, 0.141994], [1.283754, 1.957217, -1.634832], [1.340351, -0.171778, -2.466291], [0.730156, 0.569904, -1.128661], [-1.239207, -1.170045, -0.255202], [-1.958581, 0.052611, 0.720731], [0.088465, 0.421708, 1.943325], [0.338348, -1.254200, 1.533810], [-2.786428, 1.053351, -1.157601], [-1.511543, 1.843052, -2.429851], [-2.052540, 0.086480, -2.404772], [3.294932, 0.376835, -0.049873], [2.738754, 0.496771, 1.768433], [2.847104, -1.212298, 0.850376]],
  "forces_ev_per_angstrom": [[-2.4, 2.6, -1.2], [-2.7, 2.9, 0.2], [0.7, 2.0, 3.1], [0.2, 0.3, -1.8], [5.2, -0.3, -0.1], [0.6, 2.2, 1.2], [-0.6, -1.1, 1.3], [-1.6, 0.8, 2.6], [0.2, 0.8, -3.9], [-0.4, -2.8, -0.3], [0.4, -0.7, 1.0], [1.2, -0.6, -1.3], [0.3, -3.1, 1.7], [0.1, 0.8, -1.5], [-1.3, -1.0, 0.5], [-0.5, -1.9, -1.9], [-0.2, -1.0, 1.7], [-0.5, -1.2, -1.8], [1.0, 1.0, 0.6]],
  "total_charge": 1,
  "e_homo_ha": -0.5401,
  "e_above_lowest_ev": 0.000
}